(1)
C32H41F17NO4P | ωB97M-V with the def2-TZVPD basis set

Geometry as XYZ:
```
96
Properties=species:S:1:pos:R:3:forces:R:3:lowdin_charge:R:1
P -0.23172 3.20095 0.19153 0.846 -0.212 0.959 0.9936
F 1.73327 2.29944 2.67473 0.383 -1.511 1.213 0.0742
F 3.07242 -2.44305 1.31281 1.495 0.384 1.084 0.1098
F 2.25550 -2.32718 3.60420 1.649 0.826 0.524 0.1383
F 4.10176 1.43470 3.48055 -1.276 -1.306 1.101 0.1229
F 1.87261 0.14302 2.26667 0.387 0.774 1.801 0.1065
F 2.16097 -0.63711 5.84088 1.186 0.634 -1.717 0.1453
F 4.88435 -4.35805 1.46019 0.646 1.795 1.125 0.1491
F 6.38388 -3.06118 2.58002 -1.757 -0.365 -0.747 0.1590
F 5.79993 -2.61332 0.51595 -0.696 -0.561 1.594 0.1153
F 4.44752 -2.04896 5.84878 -0.700 1.041 -1.440 0.1088
F 2.83529 2.22214 5.08067 -0.276 -1.701 -1.007 0.1201
F 0.18304 1.32492 5.24129 1.017 -0.418 -1.300 0.0888
F 4.03429 -3.54803 4.01491 -0.400 1.693 -0.617 0.1083
F 4.52179 -0.83806 1.77455 -0.414 -1.256 1.039 0.1321
F 5.50137 -0.82566 4.38978 -2.226 -0.293 -0.292 0.1362
F 3.99499 0.44349 6.30193 -0.600 -0.654 -1.696 0.1103
F 0.01599 -0.50927 3.97808 0.956 1.534 0.166 0.0561
O 3.34757 -2.38471 -3.50033 -0.313 -1.413 -0.752 -0.0312
O -4.07727 4.78191 -1.67214 2.256 -1.153 -0.815 0.0221
O 3.53413 -3.98274 -5.14940 -0.465 0.917 0.420 0.0879
O -4.83967 3.51162 -0.06802 3.234 -1.642 -1.053 -0.0115
N -2.70854 2.92737 -1.13581 -0.723 -0.303 0.114 0.0075
C -4.61934 -2.91426 -1.19865 2.241 -0.336 0.908 -0.1433
C -3.00320 0.17538 0.10848 -1.109 -0.418 0.014 -0.2590
C -2.41191 1.36791 0.96388 0.045 -0.943 0.801 -0.2220
C 4.22892 -1.26832 4.70576 0.868 -1.028 2.023 -0.2403
C -0.13596 5.54140 1.90310 -0.207 0.698 -0.150 -0.1649
C 3.62302 -2.26218 3.63302 0.160 -1.885 -0.392 -0.2465
C 5.31963 -3.08926 1.73023 1.195 -0.006 -1.889 -0.4289
C 0.32862 0.86710 3.94167 -2.728 -0.409 -0.208 -0.3413
C 3.66890 -3.62617 -4.00470 0.935 -1.431 0.622 -0.4929
C 2.51788 -1.61872 -4.40082 -0.323 1.725 -0.498 -0.1824
C -0.84402 1.53582 3.10021 -0.243 -0.521 0.144 -0.0730
C -3.95936 3.78311 -0.95064 -5.509 3.227 1.554 -0.6711
C -3.89829 -0.84459 0.98263 1.436 -0.114 -0.072 -0.1340
C 3.27784 -0.10993 5.22971 1.200 0.394 2.289 -0.2483
C -0.00684 -0.81972 -4.39952 0.124 -1.024 -0.807 -0.1990
C -2.09246 2.72547 0.21495 1.146 0.667 0.812 -0.2994
C -3.21978 -2.90037 -0.53698 -0.745 0.271 -0.638 -0.1850
C 3.00131 1.10024 4.26788 0.412 2.219 -0.150 -0.2511
C -3.94338 0.66276 -1.07471 1.340 0.198 1.251 -0.0773
C -0.19362 5.07552 0.39572 -0.980 0.105 -0.369 -0.4071
C -3.12240 1.72660 -1.90116 -1.586 -2.824 -1.976 -0.2241
C 1.76179 1.05526 3.31369 -0.982 1.003 -1.558 -0.2570
C 0.55742 2.83398 -1.46517 -0.147 -0.154 -0.367 -0.2995
C 1.00174 -2.05482 -4.42842 0.335 -0.379 -0.249 -0.1604
C -1.17603 0.74501 1.77336 -0.753 -0.208 0.306 -0.1773
C -3.22695 -2.28710 0.92495 0.044 0.228 -0.356 -0.1883
C -2.45242 -0.06226 -3.75526 0.856 0.227 -0.688 -0.1746
C -1.43892 -1.28174 -3.91872 -0.103 0.752 -0.456 -0.1993
C 4.14339 -2.10130 2.14164 -0.875 -0.178 -1.598 -0.2629
C 4.29480 -4.66454 -2.98926 0.241 1.066 0.517 0.0138
C -1.96623 0.96050 -2.65158 0.494 0.894 -0.567 -0.1563
C -5.66623 -2.91524 -1.78419 -1.360 0.885 -0.436 0.0776
H 5.08581 -5.25707 -3.51747 -0.996 0.519 0.277 0.0877
H 0.44287 0.01289 -3.79663 -0.567 -0.701 -0.378 0.0958
H -1.55522 -0.26656 2.11418 0.498 1.087 -0.359 0.1048
H -3.82697 2.08482 -2.71478 0.942 0.027 0.864 0.1778
H -0.10752 -0.48472 -5.47590 0.136 0.050 1.214 0.1234
H -2.11333 3.49832 -1.76003 -0.259 -0.240 0.499 0.1570
H -2.74426 -3.92532 -0.56038 -0.763 1.020 0.147 0.1207
H -2.12552 -0.44852 -0.24044 -0.914 0.898 -0.049 0.1153
H -2.39435 0.48565 -4.74697 -0.286 -0.572 1.025 0.1192
H -1.23339 0.43765 -1.98206 -0.832 0.532 -0.262 0.1008
H -3.51503 -0.40161 -3.65813 0.999 0.174 0.218 0.1060
H -2.52891 3.54414 0.86695 0.443 -0.908 -0.812 0.1379
H -3.86626 -0.45725 2.04168 -0.439 -0.627 -0.955 0.1152
H 0.86590 -2.67630 -5.36455 -0.143 0.693 1.052 0.1225
H -0.70415 2.63785 2.96452 0.259 -1.094 0.025 0.0901
H 0.81079 -2.75883 -3.56413 0.218 0.868 -0.725 0.1217
H 0.59926 1.71159 -1.57182 -0.128 1.182 -0.001 0.0287
H -4.21560 -0.25094 -1.66717 0.363 1.103 0.193 0.1001
H -3.72289 -3.01206 1.62494 0.447 0.737 -0.600 0.1155
H -1.87313 -1.92466 -4.74252 0.549 0.330 1.141 0.1245
H -1.15457 5.48528 -0.03838 1.104 -0.174 0.200 0.0790
H -4.94594 -0.89859 0.57587 1.003 0.171 0.613 0.1132
H -1.29986 -1.86299 -2.96879 -0.425 0.409 -0.801 0.0931
H 2.99755 -1.58356 -5.42295 -0.660 -0.341 1.054 0.1342
H 0.05022 3.29261 -2.36021 0.662 -0.443 0.699 0.0383
H -2.57128 -2.26982 -1.21720 -0.700 -0.576 0.754 0.0807
H 1.63116 3.17736 -1.40718 -1.213 -0.163 -0.011 0.0533
H 2.56019 -0.55076 -4.02606 0.133 -1.263 -0.121 0.1237
H -0.76261 4.90905 2.59697 0.756 0.491 -0.785 0.0596
H -1.36776 1.75289 -3.20070 -0.492 -0.907 0.628 0.1075
H -2.13715 -2.16984 1.21188 -1.198 -0.293 -0.098 0.1063
H -6.63630 -2.66667 -2.24967 1.208 -0.645 0.520 0.0482
H 0.90871 5.64956 2.30280 -0.988 -0.465 -0.399 0.0744
H -0.58815 6.57577 1.94434 0.480 -1.042 0.027 0.0759
H 4.80812 -4.14186 -2.13029 -0.746 -0.502 -0.786 0.0749
H 3.49871 -5.35312 -2.58098 0.807 0.824 -0.552 0.0937
H 0.67284 5.45458 -0.21263 -0.849 -0.253 0.652 0.0816
H -0.29103 0.53109 1.12103 -0.725 0.488 0.515 0.1026
H -4.88873 1.05973 -0.62432 0.941 -0.004 -0.491 0.1277
H -3.17911 1.58973 1.76894 0.663 0.043 -1.093 0.1489
H -1.75452 1.42268 3.76530 1.081 0.057 -0.562 0.1441
```
Positions in Å, forces in eV/Å.

Lowest unoccupied orbital energy: 0.1 eV
E_HOMO: -8.7 eV
Kohn-Sham gap: 8.82 eV

=====

(2)
C32H41GdN5S | ωB97M-V with the def2-TZVPD basis set

Geometry as XYZ:
```
80
Properties=species:S:1:pos:R:3:forces:R:3:lowdin_charge:R:1
Gd 0.51572 -1.59837 -0.08421 1.535 0.113 2.987 1.1971
S -1.56508 -0.32822 1.03024 -1.754 0.246 1.762 0.5255
N 0.57280 -2.41714 -2.16667 0.208 0.163 -1.811 -0.2127
N 0.38733 -0.80315 -3.63953 0.594 -0.790 -0.162 -0.0430
N 0.55058 -2.29137 4.21783 -0.713 -0.065 1.317 0.0669
N -1.91033 -0.41164 3.74254 -0.265 0.081 -0.766 0.0536
N -3.51537 -1.46862 2.47534 -0.313 -0.092 -0.124 0.0151
C -0.36636 -2.99209 4.86012 0.257 -0.864 -0.918 -0.2274
C 0.83204 2.15855 -5.83122 -0.398 -0.175 0.644 -0.0136
C 1.10978 0.97088 -5.15269 -0.624 0.061 0.178 -0.2005
C -0.31732 2.90216 -5.55728 -0.115 -0.555 0.030 -0.2716
C -0.93535 -4.19014 4.36667 -0.034 0.330 0.621 -0.1700
C 1.07757 -2.82621 3.07308 1.323 0.409 -1.512 -0.4675
C 0.15787 0.46169 -4.24676 -0.112 0.776 -0.184 -0.1375
C 1.28459 1.94076 -0.15115 -0.072 -0.593 0.811 -0.2620
C 3.50187 0.51657 2.35877 0.482 0.342 -0.052 -0.0270
C -4.34759 -1.81299 3.63395 -0.106 0.198 -0.376 -0.1649
C 0.34401 -1.07715 -2.30601 -0.089 -0.847 -1.393 -0.3628
C 0.99513 2.47325 -1.50193 -0.102 0.079 -0.403 -0.0543
C -1.98820 0.79312 -2.89457 -0.780 -0.111 0.191 -0.0450
C 0.72749 -1.97684 -4.33895 -0.400 0.057 -0.023 -0.0761
C -2.37025 -0.78054 2.53567 0.746 0.583 -0.159 -0.7172
C -0.51654 3.27632 1.15009 -0.318 0.269 0.040 -0.0841
C 1.34695 1.80726 2.14429 0.274 0.158 -1.320 -0.2596
C -1.22407 2.41122 -4.61514 0.773 -0.183 -0.095 -0.0072
C -0.57537 4.17602 -6.30158 -0.013 0.253 -0.171 -0.0642
C -0.54680 -4.64578 3.10256 0.767 0.562 -0.674 -0.1334
C -0.98966 1.21556 -3.92340 0.279 -0.185 -0.556 -0.1984
C 0.80941 -2.97846 -3.42921 -0.321 1.035 0.886 -0.1312
C -2.64749 -0.63056 4.99210 0.246 0.282 -0.179 -0.1621
C 3.22803 0.33119 -0.75740 0.393 0.245 -0.389 -0.1152
C 2.32043 1.04486 0.17571 -0.433 0.295 0.607 -0.3113
C -3.50792 -1.87113 4.88939 0.196 -0.372 0.127 -0.1752
C 2.48373 1.06929 1.62484 -1.114 -0.117 -0.651 -0.3042
C 1.07553 1.93338 3.58486 -0.172 0.084 0.666 -0.0900
C 0.42565 -3.93321 2.40569 -0.700 -0.696 0.554 -0.1357
C 2.43121 0.30448 -5.36669 0.534 0.059 -0.280 -0.0451
C 2.23692 -2.25334 2.55392 -1.158 -0.383 -0.061 -0.0821
C 0.65596 2.37712 1.06630 1.116 -0.627 0.143 -0.2804
H 1.11796 0.94434 4.07976 -0.031 0.277 -0.022 0.0678
H 2.34197 -0.60548 -5.96937 0.167 0.112 0.178 0.0669
H -3.28546 0.23791 5.20126 0.114 0.027 -0.027 0.1195
H -4.14931 -1.95018 5.76983 -0.050 0.077 -0.070 0.1185
H -5.13654 -1.06128 3.75741 -0.012 -0.022 -0.090 0.1159
H -0.07210 2.68512 -1.62528 0.098 0.063 -0.127 0.0575
H 3.07041 1.00413 -5.91739 -0.008 -0.204 0.065 0.0758
H 1.28526 1.76049 -2.28368 -0.052 0.186 0.114 0.0546
H -4.82822 -2.77123 3.42630 0.061 0.035 0.064 0.1195
H -1.66662 -4.72047 4.96138 -0.009 -0.117 0.046 0.0652
H 3.51127 0.63521 3.43723 0.194 -0.184 -0.084 0.0407
H 2.75882 0.18410 -1.74416 0.122 -0.022 0.209 0.0421
H -1.04962 0.13212 3.74735 -0.130 -0.369 -0.007 0.1157
H 4.15782 0.89756 -0.93084 0.073 -0.201 -0.047 0.0770
H 0.86092 -2.00342 -5.40975 -0.170 0.076 0.116 0.1045
H -0.96976 -5.56252 2.68921 -0.009 0.238 0.003 0.0903
H 2.63503 -1.36688 3.02228 0.072 -0.244 -0.125 -0.0026
H -2.12670 2.97227 -4.39951 0.024 0.024 0.074 0.1181
H 0.81459 -4.25784 1.43173 -0.184 -0.041 0.418 0.0655
H -1.13663 4.88449 -5.69076 0.009 -0.003 -0.027 0.0745
H -2.87247 -2.75875 4.86953 -0.030 0.125 -0.112 0.0761
H 2.76570 -2.72711 1.72940 0.039 0.005 0.101 0.0135
H 1.83832 2.56712 4.06899 -0.210 -0.105 0.155 0.0751
H 4.28467 -0.04616 1.85460 -0.022 0.053 0.328 0.0429
H -0.52643 3.96828 0.29685 -0.132 -0.035 0.189 0.0657
H -3.87155 -1.60761 1.53432 0.207 -0.064 0.424 0.1230
H 0.08608 2.38371 3.77285 0.255 -0.078 0.037 0.0628
H 2.95031 0.06682 -4.42471 -0.338 -0.058 -0.244 0.0923
H 1.54641 3.41164 -1.69220 -0.136 -0.139 -0.032 0.0857
H -1.14801 4.00030 -7.21906 0.017 -0.016 0.091 0.0793
H -1.90034 -0.25734 -2.59055 -0.025 0.404 -0.128 0.0622
H 0.98755 -4.03422 -3.54952 0.098 0.060 -0.130 0.0907
H -3.00220 0.97099 -3.29350 0.276 -0.142 0.124 0.0840
H -1.91844 -0.71681 5.80168 -0.075 -0.012 -0.152 0.1148
H -1.46985 2.72102 1.15189 0.069 0.137 -0.020 0.0462
H 3.52298 -0.65417 -0.36357 0.001 0.080 -0.083 0.0555
H -0.66741 -2.65297 5.85634 0.000 0.195 -0.218 0.0898
H -0.47222 3.87128 2.07223 -0.142 0.006 -0.175 0.0649
H 0.36632 4.64911 -6.59531 -0.112 -0.016 0.046 0.0743
H -1.91743 1.41161 -1.98729 0.197 -0.250 -0.161 0.0805
H 1.53800 2.51807 -6.56548 0.163 0.120 -0.012 0.1084
```
Positions in Å, forces in eV/Å.

ΔE to the lowest compared entry with this formula, charge and spin: 51.1 kcal/mol
Charge: -1
Spin multiplicity: 8
Lowest unoccupied orbital energy (spin up / spin down): 2.3 / 2.2 eV
E_HOMO (spin up / spin down): -1.2 / -2.7 eV
Kohn-Sham gap (spin up / spin down): 3.44 / 4.96 eV